A 12-piece molecular cluster, C55H60N12 overall, computed with the ωB97M-V functional and the def2-TZVPD basis.

```
127
Properties=species:S:1:pos:R:3:forces:R:3:mulliken_charge:R:1
C 3.598 0.843 -4.354 0.2400 -0.5640 -1.3986 -1.560
C 2.458 0.292 -3.680 0.3667 0.4698 -1.7770 -0.529
C 1.564 -0.030 -4.705 -0.3800 0.3864 0.7782 -0.861
N 2.116 0.282 -5.903 1.1287 -0.0222 -0.7077 0.071
C 3.411 0.733 -5.753 -0.7640 0.5901 2.3546 -0.711
H 4.472 1.262 -3.878 0.0542 -0.2389 -0.0273 0.458
H 2.405 0.168 -2.609 -0.4183 -0.0683 -0.0506 1.212
H 0.566 -0.441 -4.696 0.0723 0.0380 0.2371 0.967
H 1.676 0.322 -6.811 -0.2521 -0.4161 0.4005 0.251
H 4.021 0.976 -6.611 -0.0653 0.1320 0.2234 0.449
C -4.292 0.189 -0.317 1.6950 -2.5790 -1.0786 0.088
C -5.488 0.687 0.125 -0.8463 1.6060 -0.0472 -0.864
C -6.260 -0.323 0.628 0.2189 -0.4697 0.4063 -1.109
N -5.495 -1.496 0.531 -1.7800 1.3670 -0.2249 0.084
C -4.365 -1.183 -0.147 0.9455 -0.5731 0.4908 -0.395
H -3.482 0.642 -0.869 -0.2735 0.3098 0.2093 0.508
H -5.668 1.735 -0.063 -0.7450 -0.0125 0.5675 0.460
H -7.251 -0.264 1.054 0.1677 -0.3084 0.0398 0.416
H -5.840 -2.423 0.732 0.2046 0.2561 -0.0643 0.216
H -3.739 -2.029 -0.390 0.4350 0.4206 -0.1388 0.549
C 0.783 -1.338 -0.793 -1.0109 -0.9928 -1.3320 0.555
C 1.200 -0.360 0.090 1.2300 0.7612 0.7677 0.270
C 0.514 0.798 -0.190 1.0865 -0.1740 1.0660 -1.806
N -0.357 0.476 -1.144 -1.7592 2.6135 -1.2721 1.465
C -0.245 -0.774 -1.559 1.0964 -2.0918 0.1480 -1.819
H 1.223 -2.306 -0.985 -0.2630 0.0794 0.4101 -0.165
H 1.996 -0.431 0.816 0.0325 -0.0681 -0.0468 0.497
H 0.699 1.785 0.207 -0.4773 -0.0051 -0.1450 0.418
H -0.914 1.155 -1.643 -0.0817 0.0494 0.1439 0.049
H -0.858 -1.177 -2.352 0.0848 0.0342 0.0664 0.621
C 2.218 -1.499 5.598 -0.0539 0.3590 1.9598 -0.654
C 1.380 -2.165 6.564 -0.2508 -1.6368 -1.3407 -0.667
C 0.512 -3.019 5.826 1.7298 2.4057 -0.3918 -0.473
N 0.759 -2.702 4.482 -0.4407 -1.3246 1.1553 0.146
C 1.791 -1.834 4.371 -0.3536 -0.0304 -1.2083 -0.393
H 3.041 -0.832 5.808 -0.1272 0.0178 0.0756 0.458
H 1.526 -2.165 7.634 -0.1477 0.0313 -0.0788 0.414
H -0.193 -3.788 6.104 -0.0280 0.2930 -0.0012 0.374
H 0.191 -3.092 3.744 0.0192 0.2499 0.1083 0.315
H 2.132 -1.469 3.414 -0.0862 -0.1269 -0.0186 0.549
C 1.964 -4.837 -4.914 -0.2288 1.9663 -1.6712 -0.909
C 1.863 -5.094 -3.563 -0.4132 0.5493 1.7897 -0.797
C 1.852 -3.880 -2.909 0.9960 -0.2259 0.5248 -0.412
N 2.016 -2.848 -3.786 -0.0076 -1.8798 -2.1845 0.911
C 2.064 -3.431 -5.080 0.1246 -1.3542 1.4263 -0.461
H 1.831 -5.529 -5.732 0.3351 -0.0084 0.0074 0.443
H 1.876 -5.994 -2.967 -0.2082 -0.2707 -0.4872 0.479
H 2.063 -3.800 -1.853 -0.4034 0.3950 -0.0672 0.242
H 2.299 -1.894 -3.615 -0.2180 -0.0850 0.2671 0.034
H 2.258 -2.911 -6.006 -0.2300 0.3703 0.3185 0.489
C -1.341 5.143 3.707 -0.4187 -0.6347 1.5531 -0.149
C -1.346 4.327 2.639 0.9928 0.2783 -2.6952 -0.432
C -0.628 4.813 1.480 -0.3330 1.1408 1.9273 -0.310
N -0.043 6.043 1.447 -0.2085 -0.7025 0.8520 -0.108
C -0.073 6.806 2.597 -0.3328 -0.9247 -1.9768 -0.635
C -0.693 6.349 3.699 -0.6370 0.4361 1.5428 -0.417
H -1.798 4.807 4.626 -0.2527 -0.0029 0.0829 0.395
H -1.896 3.398 2.656 0.1973 -0.1384 -0.2319 0.419
H -0.556 4.172 0.614 0.0840 0.2443 -0.3461 0.429
H 0.308 7.816 2.638 0.4454 -0.0329 -0.6877 0.335
H -0.796 6.922 4.609 0.3771 0.3767 -0.0263 0.398
C 4.366 -5.114 -0.860 -0.0438 2.2832 -0.3369 -0.458
C 4.760 -4.457 -2.062 -0.3962 -1.8798 0.3136 -0.356
C 4.759 -3.102 -2.171 -0.3852 1.4769 1.5679 -0.197
N 4.390 -2.273 -1.150 0.1074 -0.5826 -0.1140 -0.428
C 3.981 -2.854 -0.020 0.3460 -0.9028 -0.7569 -0.416
C 3.914 -4.252 0.146 1.0233 -0.3611 -0.1590 -0.431
H 4.440 -6.173 -0.663 -0.0923 -0.0679 -0.3805 0.437
H 4.959 -5.005 -2.971 0.3629 -0.3026 0.1030 0.358
H 5.093 -2.598 -3.067 -0.0803 -0.0521 -0.1732 0.437
H 3.770 -2.240 0.843 -0.2095 0.3529 -0.0964 0.593
H 3.708 -4.661 1.124 -0.3389 0.0709 0.1005 0.464
C -1.825 0.184 2.370 -2.3356 -0.5325 -0.5118 0.565
C -3.054 0.498 2.952 0.4631 0.7829 2.0817 -0.664
C -3.056 1.214 4.183 1.2765 -0.1906 -1.8446 -0.701
N -1.928 1.704 4.747 1.0186 -0.7724 -1.1074 -0.526
C -0.746 1.430 4.083 -1.6237 -0.4294 -0.5819 -0.900
C -0.668 0.679 2.885 0.2928 0.8661 1.4437 0.246
H -1.933 -0.486 1.530 0.6855 0.1717 -0.4647 0.571
H -4.025 0.215 2.572 0.1548 -0.3133 -0.3540 0.196
H -4.035 1.429 4.587 0.1477 0.2418 0.6383 0.372
H 0.195 1.819 4.443 -0.1845 0.2703 0.5882 0.461
H 0.262 0.528 2.357 0.1140 -0.0715 0.3718 0.304
C -3.082 -4.712 1.056 -2.1530 -2.8583 0.7552 -0.176
C -3.436 -4.905 2.384 1.7408 1.0044 1.9425 -0.701
C -2.681 -4.190 3.359 0.6598 0.5063 -1.5810 -0.565
N -1.632 -3.310 3.035 -2.5045 -1.9608 -0.4503 -0.281
C -1.390 -3.192 1.732 -0.3341 -0.7062 0.3376 0.414
C -2.093 -3.916 0.730 3.1562 3.0127 -0.5183 -0.912
H -3.487 -5.417 0.345 -0.3170 0.2564 -0.3757 0.428
H -4.067 -5.733 2.671 -0.3563 0.2947 0.1444 0.440
H -2.821 -4.327 4.421 -0.1636 -0.0461 0.0390 0.410
H -0.525 -2.580 1.524 0.0054 0.2041 -0.5558 0.485
H -1.754 -3.830 -0.292 0.0576 0.0939 -0.1098 0.515
C -4.195 -1.681 -5.071 0.9599 0.1240 -1.3171 -0.221
C -3.022 -0.943 -5.043 -0.5682 0.7663 1.7019 -0.639
C -2.996 0.139 -4.131 -0.9858 -0.7836 -0.8248 -0.112
N -4.072 0.536 -3.422 0.8288 -0.6741 -0.1782 -0.398
C -5.206 -0.208 -3.488 1.9407 1.4864 -0.5546 -0.221
C -5.296 -1.277 -4.353 -0.8619 -0.5263 1.1348 -0.649
H -4.185 -2.510 -5.762 -0.5202 -0.3062 0.1330 0.386
H -2.133 -1.207 -5.598 -0.0498 -0.0989 -0.0770 0.454
H -2.045 0.645 -4.053 -0.0920 0.6973 0.3484 0.555
H -5.969 0.196 -2.838 -0.4467 -0.4624 -0.1023 0.498
H -6.206 -1.857 -4.306 -0.0739 -0.1499 -0.3837 0.376
C 2.810 3.438 2.948 -0.3760 2.3204 0.5478 0.105
C 4.047 2.797 2.778 -2.9759 0.2447 -0.6350 -0.606
C 5.014 3.176 3.618 1.7895 2.8863 2.1229 -0.346
N 4.930 4.281 4.458 -1.2317 -1.2398 -0.2359 -0.560
C 3.739 4.950 4.588 1.5785 -1.3857 -1.5775 -0.407
C 2.632 4.598 3.805 1.1958 -2.3825 -0.7990 -0.055
H 1.963 3.194 2.323 -0.0553 -0.1886 -0.1555 0.560
H 4.168 2.107 1.956 0.1341 -0.4013 0.2885 0.462
H 5.985 2.704 3.586 0.1992 0.0633 0.1267 0.374
H 3.800 5.811 5.238 -0.2751 0.0749 0.0644 0.386
H 1.698 5.141 3.783 -0.0143 -0.0822 0.2178 0.136
C 0.477 5.437 -1.698 -0.5758 -0.9078 0.9108 -0.526
C -0.844 5.363 -2.168 0.2206 -0.3875 -1.2286 -0.332
C -1.201 4.368 -3.092 1.5727 0.8960 0.5803 -0.416
N -0.324 3.414 -3.424 -0.9760 -0.5102 0.1642 -0.473
C 0.860 3.403 -2.831 0.9112 0.0246 0.7299 0.482
C 1.378 4.392 -1.978 -1.7490 0.8164 -1.2734 -0.798
H 0.654 6.142 -0.899 0.4662 0.4373 -0.2608 0.523
H -1.592 6.127 -2.011 0.1671 0.1779 0.5578 0.431
H -2.151 4.439 -3.601 -0.1227 -0.4091 -0.0693 0.406
H 1.457 2.511 -2.952 0.1338 -0.0811 -0.5855 0.331
H 2.433 4.419 -1.746 -0.1050 -0.1626 0.4970 0.517
```
Forces are in eV/Å.

Output
LUMO energy, eV: 0.38
Orbital gap, eV: 8.18
Energy, eV: -75883.9331
SMILES string: c1cc[nH]c1.c1cc[nH]c1.c1cc[nH]c1.c1cc[nH]c1.c1cc[nH]c1.c1ccncc1.c1ccncc1.c1ccncc1.c1ccncc1.c1ccncc1.c1ccncc1.c1ccncc1